Molecular formula: H3NS2
Method: DFT, ωB97M-V with the def2-TZVPD basis set

```
6
Properties=species:S:1:pos:R:3:forces:R:3
N -0.522360 0.153312 -1.545596 -0.72 0.61 -0.12
S 0.710175 0.838496 1.548480 -0.34 -0.77 -0.90
S 0.214444 -0.499594 -0.381357 -2.10 -0.24 2.09
H -0.055032 0.821959 -2.140193 0.59 -0.28 -0.07
H 0.708767 -0.358576 2.164739 0.09 0.20 0.17
H -1.055995 -0.955597 0.353928 2.49 0.49 -1.16
```
Forces are in eV/Å.

The highest occupied orbital energy comes out at -8.82 eV. As for the energy relative to the best compared isomer or geometry (same formula, charge and spin): 243.9 kJ/mol. Its LUMO energy is -0.5 eV. Its strongest force on any atom is 3.0 eV/A. The electronic energy comes out at -23206.4571 eV.

And the Mulliken charges, in e, turn out to be:
1 N -0.450
2 S -0.292
3 S 0.143
4 H 0.240
5 H 0.130
6 H 0.228